15
Properties=species:S:1:pos:R:3:forces:R:3 method="wB97M-V/def2-TZVPD" e_above_lowest_kj_mol=0.0 homo_lumo_gap_ev=11.1 charge=+2 max_force_ev_per_a=4.02
C -2.635711 -0.978906 -0.801768 -0.8 1.2 -2.9
C 1.750847 0.385941 0.011577 0.3 -0.1 -1.9
N -3.894619 -0.840338 -1.027136 0.6 0.5 1.3
N 2.579511 1.242184 1.025749 0.8 3.9 -0.8
O 0.687118 -0.259146 0.607236 1.0 0.3 0.9
H -2.215054 -1.867639 -0.358692 0.0 0.1 0.5
H -2.076019 -0.200477 -1.411236 0.0 -1.3 1.4
H 2.550743 -0.321879 -0.388586 -1.2 0.8 0.3
H 1.306140 1.033296 -0.855554 1.2 -0.9 1.8
H -4.636497 -1.336472 -0.551263 -0.1 -0.7 0.0
H -4.212992 0.004481 -1.488846 -0.1 0.0 -0.3
H 1.075532 -0.743118 1.363672 -0.7 -0.3 -0.4
H 2.430804 2.366037 0.855011 0.4 -3.3 0.3
H 2.362787 1.161871 2.047116 0.2 -0.5 -0.9
H 3.628114 1.083651 0.840728 -1.8 0.2 0.6

=====

16
Properties=species:S:1:pos:R:3:forces:R:3 method="wB97M-V/def2-TZVPD" e_above_lowest_kj_mol=30.3 homo_lumo_gap_ev=10.3 max_force_ev_per_a=1.35
C 0.882502 -1.334166 -1.901221 -0.3 -0.8 -0.8
N 0.360389 -0.413911 -0.940276 0.1 0.4 1.3
C -0.537441 -0.760667 -0.105448 -0.2 0.0 -0.2
N -1.379375 -1.843687 -0.177347 0.3 -0.9 0.0
H 1.458193 -0.764572 -2.629312 -0.1 -0.3 -0.1
H 0.133733 -1.965290 -2.416556 0.0 0.5 -0.2
H 1.539376 -2.094890 -1.455959 0.1 0.4 0.3
H -0.757714 -0.128985 0.756141 0.0 0.2 -0.2
H -1.598538 -2.302667 0.700745 -0.2 0.4 -0.2
H -1.205194 -2.520586 -0.911802 0.1 0.2 0.2
O 1.134455 2.024660 0.338248 0.6 -0.7 0.4
H 0.701324 2.822841 0.068697 -0.3 0.5 -0.7
H 0.932651 1.280567 -0.275046 -0.1 0.2 -0.2
O -0.632994 1.832903 2.333767 0.4 -0.4 0.0
H -0.200016 1.286774 3.009095 -0.2 0.3 -0.2
H 0.039920 1.880767 1.605595 -0.3 -0.1 0.6

=====

16
Properties=species:S:1:pos:R:3:forces:R:3 method="wB97M-V/def2-TZVPD" e_above_lowest_kj_mol=836.9 homo_lumo_gap_ev=3.9 max_force_ev_per_a=2.64
C -0.324754 -1.491832 -0.368337 -0.4 0.4 1.6
N -1.530110 -1.417795 0.396348 0.4 -0.6 -2.5
C 0.893971 1.795916 0.450214 -0.2 0.2 0.8
N 2.084510 1.496334 0.273173 0.5 -0.1 -0.2
H -0.358152 -0.925819 -1.336493 0.2 -0.5 -0.5
H -0.038171 -2.547325 -0.499626 -0.1 0.1 -0.7
H 0.462728 -0.984150 0.176469 0.2 -0.4 0.3
H -1.595811 -0.273877 0.933255 -0.1 1.8 1.3
H 0.660747 2.529386 1.220291 -0.3 0.1 -0.1
H 0.079877 1.270112 -0.051163 -0.2 0.4 -0.1
H -2.112333 0.546991 2.210091 0.0 0.3 0.1
H -2.305833 -1.562258 -0.282393 0.3 -0.3 0.8
O -1.634252 0.772537 1.401282 -0.1 -1.0 -0.5
H 2.160338 0.746832 -0.490301 0.0 -0.4 -0.6
H 2.115766 0.009097 -2.363914 -0.3 -0.2 -0.3
O 1.441480 0.035850 -1.668895 0.1 0.1 0.7

=====

16
Properties=species:S:1:pos:R:3:forces:R:3 method="wB97M-V/def2-TZVPD" e_above_lowest_kj_mol=127.2 spin_multiplicity=2 homo_lumo_gap_ev="9.9 / 5.6" charge=+1 max_force_ev_per_a=2.09
C -0.246864 1.021339 -0.639693 0.9 -1.7 -0.8
N -2.714068 -0.581304 -0.324617 0.2 0.5 -1.7
C -1.526372 -1.081856 -0.724621 -0.7 -1.6 -0.1
N -0.429234 -0.438452 -0.679660 -0.7 1.5 0.8
H 0.794577 1.138912 -0.917498 0.2 0.7 0.5
H -0.810132 1.458448 -1.431314 -0.7 0.5 -0.5
H -0.509848 1.350809 0.359655 0.3 0.1 0.3
H -3.475385 -1.134346 -0.711369 -0.1 -0.2 0.6
H -2.829797 0.374450 -0.671360 -0.1 0.1 0.9
H -1.546308 -2.142226 -1.016009 0.5 0.3 0.1
H 2.364662 -0.092027 -0.926677 0.4 -0.1 0.1
H 1.425120 -1.210002 -1.351005 0.4 -0.2 0.0
O 2.334387 -0.895919 -1.455022 -0.4 0.1 0.0
H 2.493394 0.999872 2.992222 0.2 0.4 0.0
H 1.242205 1.054716 3.782049 -0.1 0.4 0.2
O 1.799175 1.627549 3.239103 0.0 -0.8 -0.2